No. 1
The following is a quantum chemistry calculation of a cluster of 5 separate species, C32H33BrClN4O11S in total in a non-equilibrium geometry, from the OMol25 dataset.

- Orbital gap: 7.0 eV
- Total charge: +1

Structure (XYZ):
```
83
Properties=species:S:1:pos:R:3:forces:R:3:lowdin_charge:R:1
C -2.606571 -0.469901 0.318066 0.507 -0.331 0.302 -0.106
C -3.486639 0.515313 -0.688734 0.727 -0.493 0.405 -0.275
C -4.099562 1.759485 0.194542 -0.037 -2.199 1.608 -0.824
Br -2.747252 3.157532 0.707985 -1.353 -1.099 -0.718 0.710
S -5.657994 2.535008 -0.593897 0.481 0.863 -0.485 1.055
C -6.842103 1.094049 -0.757465 -0.703 -2.305 -0.773 -0.327
O -8.261665 1.419999 -0.552776 1.476 -2.822 1.216 -0.118
C -8.892634 0.165658 -0.046291 -5.623 -4.484 -3.475 -0.253
C -8.654431 -0.437535 1.480258 1.249 0.902 -0.133 -0.016
O -9.750535 -0.515370 -0.856188 6.291 5.306 5.366 0.015
C -6.241432 3.830862 0.625158 0.330 1.429 1.286 -0.311
C -7.716463 4.472546 0.311231 -6.482 -1.462 5.013 -0.597
O -8.722434 4.278506 1.208931 7.491 1.301 -6.191 -0.060
Cl -8.176104 5.466189 -1.203747 1.446 -1.723 2.265 0.613
H -1.437089 -0.374414 0.115365 -2.663 -0.093 0.363 0.082
H -2.909363 -1.602831 0.133731 0.616 2.523 0.378 0.101
H -2.774876 -0.225595 1.464360 0.215 -0.475 -2.367 0.089
H -4.360780 -0.152594 -1.102750 1.628 1.606 0.562 0.107
H -2.739899 0.850188 -1.536089 -2.035 -0.399 1.528 0.131
H -4.484391 1.279470 1.217247 0.799 1.223 -2.148 0.104
H -6.736953 0.701736 -1.879944 0.079 1.208 2.313 0.160
H -6.432200 0.222925 -0.082671 -0.935 1.785 -0.937 0.122
H -7.793376 -1.258661 1.399417 -2.128 1.589 0.123 0.106
H -8.213039 0.410358 2.179252 -1.076 -1.670 -1.463 0.096
H -9.648722 -0.881556 1.960420 2.242 1.031 -1.552 0.126
H -5.465062 4.735082 0.561854 -1.479 -2.138 -0.274 0.123
H -6.118479 3.403092 1.725145 -0.934 0.926 -2.341 0.141
C 2.540916 4.408061 1.538704 0.003 -0.094 -0.059 -0.056
C 1.307839 3.755741 1.584954 0.303 -0.254 -0.251 -0.074
C 1.160029 2.496304 1.000690 0.097 0.030 -0.008 -0.021
C 2.259945 1.894624 0.373845 0.095 0.860 0.413 -0.140
C 3.496955 2.550588 0.319229 -0.085 -0.018 0.040 0.012
C 3.631845 3.811063 0.904614 -0.343 -0.149 0.006 -0.053
N 2.117689 0.559825 -0.219912 0.350 -1.133 -0.639 -0.319
O 1.002343 0.020397 -0.167715 1.323 0.605 -0.101 0.030
O 3.121414 0.047162 -0.735425 -1.743 0.788 0.841 0.080
H 2.652788 5.387516 2.000607 -0.003 -0.220 -0.101 0.114
H 0.461872 4.228138 2.079661 0.152 -0.122 -0.078 0.099
H 0.192531 2.001014 1.045310 0.350 -0.075 -0.101 0.079
H 4.357540 2.097370 -0.168350 -0.328 -0.064 0.082 0.123
H 4.588807 4.327089 0.870166 -0.168 -0.167 0.022 0.103
C 8.588410 -0.674624 1.378607 0.193 0.185 -0.040 -0.067
C 7.744794 -0.708345 2.490054 0.010 0.474 -0.119 -0.062
C 7.132082 0.463015 2.939379 0.024 -0.016 -0.058 0.003
C 7.368700 1.667306 2.262279 0.392 -0.763 -0.302 -0.151
C 8.221224 1.705428 1.150878 -0.041 -0.008 -0.010 -0.003
C 8.830535 0.528022 0.712558 -0.313 0.055 0.396 -0.053
N 6.707522 2.897355 2.714271 -0.533 0.838 0.508 -0.326
O 5.975550 2.826183 3.712697 1.007 0.215 -1.492 0.056
O 6.915605 3.935189 2.069568 -0.388 -1.306 0.867 0.043
H 9.059449 -1.591575 1.028570 -0.137 0.417 0.119 0.093
H 7.562190 -1.649231 3.004783 0.055 0.271 -0.118 0.090
H 6.477278 0.420055 3.806985 0.133 0.237 -0.238 0.117
H 8.417579 2.634049 0.619037 -0.181 -0.132 0.281 0.118
H 9.491595 0.546698 -0.151095 -0.148 0.047 0.193 0.111
C -7.137594 -0.889799 -7.227654 0.093 0.039 0.078 -0.060
C -6.761620 0.453415 -7.278266 0.192 -0.212 0.276 -0.058
C -5.750643 0.929190 -6.441035 0.002 -0.020 0.008 0.000
C -5.116844 0.046017 -5.556119 -0.686 -0.306 -0.586 -0.152
C -5.497591 -1.301237 -5.497785 -0.020 0.005 -0.005 -0.004
C -6.511907 -1.764796 -6.337991 0.124 0.376 0.025 -0.060
N -4.035932 0.534422 -4.691503 0.789 0.539 0.429 -0.325
O -3.741041 1.736995 -4.759041 -0.391 -1.753 0.303 0.060
O -3.477547 -0.284023 -3.946926 -0.706 1.139 -0.767 0.041
H -7.922534 -1.257370 -7.886412 0.172 0.082 0.149 0.114
H -7.254980 1.129543 -7.973248 0.150 -0.114 0.179 0.114
H -5.469147 1.978691 -6.492622 0.091 -0.307 0.134 0.120
H -5.017547 -1.996483 -4.812265 0.023 0.315 -0.145 0.117
H -6.812561 -2.809585 -6.302378 0.111 0.226 0.029 0.113
C 6.272119 -6.845215 4.256852 0.069 0.061 -0.101 -0.070
C 5.965443 -5.492035 4.105222 0.279 -0.140 -0.253 -0.066
C 6.608395 -4.734371 3.124431 0.049 -0.082 -0.021 -0.001
C 7.557841 -5.345899 2.294156 -0.468 -0.525 0.702 -0.136
C 7.873233 -6.702340 2.449269 -0.030 0.047 -0.001 0.004
C 7.225699 -7.449119 3.435519 -0.095 0.409 -0.054 -0.062
N 8.218617 -4.560966 1.244523 0.730 0.307 -1.017 -0.299
O 7.926408 -3.359443 1.151472 0.302 -1.962 0.057 0.029
O 9.027287 -5.145215 0.509169 -1.271 1.012 1.150 0.081
H 5.764065 -7.433239 5.019290 0.118 0.129 -0.157 0.110
H 5.222197 -5.028146 4.750162 0.180 -0.054 -0.165 0.109
H 6.358184 -3.680988 3.018918 0.165 -0.273 -0.158 0.107
H 8.611646 -7.188442 1.815079 -0.169 0.319 0.057 0.121
H 7.461377 -8.503515 3.561821 -0.010 0.243 -0.071 0.111
```
Forces are in eV/Å.


No. 2
The following is a quantum chemistry calculation of a cluster of 3 separate species, C3H11NO2 in total in a non-equilibrium geometry, from the OMol25 dataset.

- Orbital gap: 8.6 eV
- Structure (SMILES): C=CNC.O.O

Structure (XYZ):
```
17
Properties=species:S:1:pos:R:3:forces:R:3:nbo_charge:R:1
C -1.743549 0.628541 1.729439 1.061 0.277 -0.487 -0.520
C -0.613027 0.328187 1.064013 -0.121 -0.756 1.076 0.013
N 0.370766 1.249181 0.562142 -0.853 -1.057 1.148 -0.680
C 1.623195 0.530330 0.258849 2.215 3.372 -0.664 -0.407
H -2.085722 1.589926 2.016799 0.341 1.357 -0.269 0.185
H -2.453654 -0.034348 2.135483 -0.220 -1.572 -0.022 0.206
H -0.343883 -0.808371 0.958011 -0.504 2.503 -0.122 0.211
H 0.342102 2.240807 0.929728 0.347 -2.083 -0.504 0.404
H 1.622996 -0.494631 0.541550 -0.288 -0.684 0.186 0.220
H 1.787749 0.634666 -0.843651 0.242 -0.496 0.709 0.165
H 2.592698 1.014282 0.724998 -1.982 -0.783 -0.626 0.197
O 0.278571 -2.490134 -1.132313 1.909 -3.652 2.077 -0.942
H 0.324281 -2.889482 -1.971927 0.285 -1.258 -1.425 0.454
H -0.072297 -1.692738 -1.329392 -2.031 4.439 -0.395 0.467
O -0.814393 -0.093287 -1.586504 -1.476 -0.946 0.079 -0.903
H -0.697702 -0.219785 -2.501675 -0.877 -1.006 -2.399 0.457
H -0.118133 0.506856 -1.555551 1.955 2.345 1.635 0.472
```
Forces are in eV/Å.


No. 3
The following is a quantum chemistry calculation of a cluster of 2 separate species, C5H12N2O2 in total in a non-equilibrium geometry, from the OMol25 dataset.

- Orbital gap: 10.4 eV
- Structure (SMILES): CCC(N)=O.CC(N)=O

Structure (XYZ):
```
21
Properties=species:S:1:pos:R:3:forces:R:3:nbo_charge:R:1
C 2.863315 -0.800618 1.686367 0.494 -0.309 0.353 -0.612
C 1.435474 -0.404859 1.376323 -1.104 0.023 -0.615 -0.513
C 1.171092 0.054927 -0.047846 0.571 0.078 -0.983 0.707
N 1.336197 -0.920112 -0.989921 0.148 -0.917 -0.061 -0.834
O 0.879252 1.176552 -0.423165 0.136 0.132 0.671 -0.644
H 3.409264 0.123423 1.915487 0.251 -0.509 -0.009 0.217
H 3.403884 -1.385567 0.929826 -0.352 0.558 -0.375 0.209
H 2.908716 -1.508317 2.522118 -0.145 0.564 0.321 0.215
H 0.703696 -1.199282 1.506767 0.173 -0.423 0.133 0.237
H 1.050288 0.374014 2.026313 0.313 0.235 0.110 0.238
H 1.050402 -0.811968 -1.948657 -0.017 0.540 0.155 0.398
H 1.534555 -1.871187 -0.738848 -0.046 -0.016 0.293 0.382
C -1.848048 1.698478 -0.537496 -0.439 2.081 0.248 -0.744
C -1.892749 0.233358 -0.276578 -1.056 -2.123 -0.747 0.695
N -2.433841 -0.456657 -1.357459 0.229 1.485 -0.580 -0.846
O -1.529410 -0.402358 0.688746 0.100 0.797 0.614 -0.617
H -1.728259 2.313409 0.356379 0.907 -0.524 0.117 0.248
H -2.767494 2.187311 -0.891970 -0.367 -1.044 -0.281 0.221
H -1.116769 1.965599 -1.303602 0.243 -0.204 0.436 0.267
H -2.884508 -1.354318 -1.378301 0.361 -0.081 0.551 0.405
H -2.649950 0.174385 -2.107580 -0.400 -0.343 -0.352 0.374
```
Forces are in eV/Å.